Record 1
Below is a 2-piece molecular cluster, C13H30ClI2N3O3S overall, with properties calculated with wB97M-V/def2-TZVPD.

XYZ file:
```
53
Properties=species:S:1:pos:R:3:forces:R:3:nbo_charge:R:1
C 5.787985 0.459398 -5.754491 0.01 0.00 0.00 -0.252
H 2.678171 0.463220 -5.023426 0.00 0.01 0.01 0.187
S -0.096433 2.770254 1.235814 -0.11 -0.12 -0.08 -0.060
H 6.709443 -1.119052 -2.306494 0.01 0.01 0.03 0.189
I -0.400028 -0.085881 -2.543746 -0.01 -0.04 -0.01 0.078
C -4.676887 -2.304365 3.338433 -0.12 0.15 -0.12 -0.230
H 2.023199 -0.468547 -0.991211 -0.02 -0.01 -0.07 0.234
H -5.182404 -0.028697 2.507005 0.14 -0.09 0.18 0.355
C -2.810809 1.103199 0.697172 0.09 -0.06 -0.03 -0.091
C 0.504284 1.010449 -0.902597 -0.02 0.16 0.09 -0.328
H -5.273839 -3.180285 3.072113 0.06 -0.03 -0.01 0.187
Cl -1.923454 -0.085766 3.013148 0.08 0.02 0.16 -0.075
H -4.714619 2.168730 2.337306 0.09 0.05 -0.03 0.200
H -4.003543 -3.399786 5.069434 0.00 0.03 0.00 0.204
H 0.063750 1.766656 2.109980 0.10 0.06 0.04 0.141
H -5.362523 -1.591195 3.813149 -0.03 -0.09 0.05 0.179
O 4.866898 -1.237541 -3.127967 0.04 0.01 -0.01 -0.552
C -0.646849 1.652067 -0.122818 0.05 0.03 0.02 -0.030
H 6.208231 -0.408688 -5.239682 0.01 0.01 0.00 0.177
H 1.022201 1.809837 -1.425663 0.08 -0.02 0.05 0.244
H 1.649664 -1.705504 0.973474 0.04 0.04 0.02 0.223
H 0.791767 -0.394586 1.783433 -0.07 0.00 -0.03 0.218
N -4.405235 -0.334890 1.929066 -0.18 0.36 0.24 -0.495
O 4.652914 0.967937 -5.083183 -0.01 0.01 0.03 -0.550
H 5.542088 0.172806 -6.783276 -0.01 -0.01 0.00 0.165
H -2.774898 -3.209889 3.805277 -0.03 -0.02 0.01 0.215
C -3.828341 1.814638 2.879401 -0.18 0.03 -0.25 -0.253
H -4.597116 -2.171173 1.289541 -0.01 -0.01 0.02 0.358
H 3.574320 0.327437 -2.724525 -0.01 -0.01 0.00 0.171
H 2.834285 -1.190987 -3.272882 -0.02 -0.01 0.01 0.185
H 3.759297 -0.844912 -5.534375 -0.01 0.01 0.00 0.172
C 5.822404 -0.494241 -2.390766 -0.05 -0.01 -0.02 -0.255
H -1.151634 2.337670 -0.814311 -0.01 -0.07 -0.02 0.200
H -3.077901 2.611216 2.823362 0.05 -0.08 0.11 0.195
C -3.593291 -2.712452 4.326861 0.02 0.03 -0.03 -0.615
C 0.956108 -0.879681 0.822285 0.02 0.06 0.01 -0.653
C 1.510641 0.085665 -0.213508 -0.17 -0.09 -0.06 -0.317
H -3.184828 -1.849942 4.849274 0.03 0.01 -0.01 0.211
O -1.515615 0.663408 0.336313 -0.03 -0.01 0.01 -0.550
H 6.528690 1.256824 -5.780145 0.00 0.00 -0.01 0.190
H -0.002166 -1.273922 0.485254 0.01 -0.06 -0.02 0.244
C 3.683989 -0.516704 -3.417556 -0.03 0.05 0.06 -0.093
N -4.182511 -1.711430 2.085597 0.24 -0.12 -0.15 -0.466
H -4.747533 2.204603 4.654898 0.00 -0.05 -0.01 0.366
N -4.255688 1.437871 4.212863 -0.02 0.10 0.14 -0.847
H -2.837817 2.197280 0.681985 -0.03 -0.03 0.05 0.186
C -3.305917 0.609034 2.092224 -0.12 -0.15 -0.27 0.128
H 5.449075 -0.256619 -1.387898 0.02 -0.02 -0.05 0.174
H -3.522075 0.716764 -0.034305 0.02 0.02 0.00 0.210
H -3.456884 1.210490 4.794497 -0.02 -0.02 -0.06 0.372
I 3.178275 1.203356 0.593785 0.07 0.02 0.06 0.067
C 3.650560 -0.003355 -4.840714 0.03 -0.04 -0.04 -0.088
H 6.082605 0.439285 -2.897405 0.01 0.00 0.00 0.175
```
Positions in Å, forces in eV/Å.

Results
* LUMO: 0.121 eV
* orbital gap: 8.94 eV
* SMILES string: CCNN[C@](Cl)(CN)CO[C@@H](S)[C@H](I)[C@H](C)I.COCCOC
* relative energy (zero: lowest compared OMol25 entry of this formula, charge and spin): 0.0 kcal per mole

***

Record 2
Below is C13H30CuN6 as an isolated structure, with properties calculated with wB97M-V/def2-TZVPD.

XYZ file:
```
50
Properties=species:S:1:pos:R:3:forces:R:3:nbo_charge:R:1
N -0.650301 -1.484827 1.248555 -0.03 -0.18 -0.20 -0.684
H -2.777192 -4.142494 -2.559028 0.01 0.05 0.01 0.225
H -0.851524 -2.350600 0.754870 -0.13 -0.03 0.15 0.414
H -2.866978 1.094692 1.652548 0.01 0.01 0.00 0.227
H 0.581027 3.438358 -1.121793 -0.02 0.03 -0.02 0.230
H 1.821093 2.193592 0.560321 -0.01 -0.02 0.05 0.206
H -2.100979 0.798760 -0.577050 -0.05 0.07 0.01 0.392
N -1.381257 1.006002 0.109181 -0.03 0.07 0.00 -0.727
N -1.045518 -1.378063 -1.720443 -0.01 -0.06 0.15 -0.643
H 3.212048 0.275714 -1.360534 -0.02 -0.02 -0.04 0.225
H -0.081537 -0.201879 3.724739 0.02 0.00 0.05 0.226
H 0.970658 1.382556 2.470412 0.02 0.01 -0.03 0.200
H -0.550901 1.075250 -2.682351 -0.01 -0.06 0.03 0.211
H -4.114091 -3.746754 -3.643976 -0.02 0.06 0.05 0.235
H -2.472586 -3.902578 -4.292046 0.01 0.07 0.00 0.222
C -1.880973 0.667014 1.452801 -0.05 -0.08 0.08 -0.238
H -1.783082 3.091961 0.105516 0.01 -0.03 0.09 0.218
H 1.094303 -2.386412 1.942142 -0.03 -0.02 -0.04 0.211
H -3.615310 -0.199666 -3.598987 0.03 -0.04 0.04 0.215
H -4.559978 -1.538525 -4.255329 -0.01 -0.02 0.06 0.238
N 1.154070 0.593466 -1.611082 -0.04 -0.25 -0.14 -0.684
H -2.202160 -1.087912 2.656123 0.00 -0.07 -0.01 0.233
C 1.540561 0.453493 2.458140 -0.09 -0.07 0.21 -0.228
H -3.033122 -1.081493 -5.027243 0.03 -0.06 0.03 0.221
H 3.444819 1.541299 0.728169 0.00 0.01 -0.01 0.232
H -1.190986 1.098072 2.178715 -0.01 0.03 -0.02 0.205
C -3.551255 -1.177591 -4.072107 0.01 0.17 -0.14 -0.399
C -1.912936 -1.732982 -2.410012 0.26 0.00 -0.05 0.605
H -0.267406 2.593276 0.817384 -0.03 -0.03 0.02 0.194
C 0.255357 -1.832759 2.367248 0.09 0.06 0.27 -0.225
H 0.826626 2.089792 -3.065998 0.02 -0.08 -0.02 0.226
C 2.442598 1.323001 0.352284 0.04 0.01 -0.11 -0.238
C 0.287070 1.615010 -2.241851 -0.14 0.27 -0.03 -0.227
H -0.921778 3.301174 -1.983295 0.04 0.05 -0.01 0.248
H 2.467819 0.649158 3.001534 0.01 0.08 -0.06 0.223
N 1.844996 0.162580 1.043980 -0.22 -0.30 -0.33 -0.676
H 2.790081 1.955510 -1.677630 0.02 -0.03 -0.04 0.233
H 2.512778 -0.604816 1.008066 0.03 0.02 0.02 0.395
C -3.061932 -3.568296 -3.437512 0.08 -0.22 -0.04 -0.399
C -0.942231 2.404074 -0.018256 0.01 0.19 -0.10 -0.224
C -1.937683 -0.848790 1.624415 -0.13 0.22 0.06 -0.246
C 0.757917 -0.655973 3.196267 -0.02 0.03 -0.22 -0.441
C -0.231951 2.745877 -1.347098 0.04 -0.18 0.07 -0.442
H 1.292527 -0.142389 -2.299531 0.04 0.18 -0.13 0.416
H -0.262159 -2.512459 3.049398 0.00 -0.04 -0.06 0.228
C 2.480524 1.055215 -1.144169 0.07 0.10 0.22 -0.245
H -2.720785 -1.255835 0.983827 0.04 -0.05 -0.02 0.223
N -2.871591 -2.131452 -3.186265 -0.21 -0.09 0.00 -0.445
Cu 0.160827 -0.403749 -0.202729 0.40 0.23 0.20 1.382
H 1.393586 -1.089212 3.967437 -0.02 -0.01 0.04 0.255
```
Positions in Å, forces in eV/Å.

Results
* total charge: +2
* LUMO (spin up / spin down): -5.267 / -7.050 eV
* <S²>: 0.753
* spin multiplicity: 2
* orbital gap (spin up / spin down): 10.39 / 8.56 eV
* relative energy (zero: lowest compared OMol25 entry of this formula, charge and spin): 0.0 kcal per mole

***

Record 3
Below is C13H30O13Zr as an isolated structure in a non-equilibrium geometry, with properties calculated with wB97M-V/def2-TZVPD.

XYZ file:
```
57
Properties=species:S:1:pos:R:3:forces:R:3:nbo_charge:R:1
H -1.513643 1.529555 2.948293 -0.25 -0.25 0.20 0.153
H 1.400171 -4.898144 -0.896667 -0.26 -0.14 0.20 0.196
H -3.629270 -2.883808 1.991834 0.10 -0.18 0.14 0.195
C 2.452043 -1.179009 -2.508169 0.07 -0.47 0.23 -0.213
H 2.121792 -1.929611 -3.247416 0.01 0.15 -0.08 0.140
C -2.162301 -0.289532 -2.357449 -0.12 0.46 -0.01 1.036
H 3.833951 1.890213 2.070917 -0.16 -0.17 -0.15 0.191
H -1.274926 4.547680 1.452135 0.09 0.09 0.23 0.194
C -0.762625 -3.127964 0.655949 0.15 0.08 0.23 1.024
O 1.418560 -0.828179 -1.669717 -1.02 1.08 1.50 -0.923
O 2.263148 2.874366 2.990665 -0.41 0.34 0.13 -0.478
H 3.856187 1.950287 3.830117 -0.14 0.24 -0.05 0.194
H -1.461120 -2.845612 -4.107091 -0.12 0.07 -0.06 0.199
O 0.268182 1.930415 -1.300515 -0.10 -1.75 1.40 -0.919
C 3.211776 1.816929 2.960405 0.74 -0.36 0.49 -0.261
C 1.321949 2.816038 2.063543 0.21 0.59 0.69 1.037
O -1.241727 0.611982 1.153085 1.64 -0.64 -1.60 -0.929
C -2.988430 1.726804 -1.531251 -0.10 -0.32 0.14 -0.269
H -2.314342 -1.828268 2.586181 0.02 0.10 -0.04 0.202
H 2.853579 -0.319250 -3.053503 0.11 -0.01 -0.03 0.160
C 0.728729 2.855280 -2.195988 0.52 0.13 -0.43 -0.211
H -2.181168 2.382177 -1.838258 0.06 0.08 0.02 0.211
H 0.123742 4.664815 0.355137 -0.04 -0.01 0.04 0.187
H 3.261115 -1.668561 -1.939955 0.13 0.20 -0.15 0.148
H -0.679589 3.104720 0.605241 0.11 -0.02 0.07 0.237
C 1.034498 -3.943884 -0.524599 0.98 0.08 -0.69 -0.269
H -2.785280 1.337350 -0.533878 0.09 0.04 -0.07 0.222
H 1.851377 -3.457877 0.012218 -0.24 0.04 0.10 0.203
H -0.391000 -1.975583 -2.978455 -0.11 0.07 0.03 0.226
H -1.731985 -2.965821 -2.358954 -0.10 0.16 0.01 0.181
O -2.292071 -1.184760 -3.296241 -0.34 -0.64 -0.58 -0.472
H 1.169216 3.740537 -1.704528 -0.06 -0.04 0.01 0.140
C -1.415461 -2.303747 -3.168062 0.59 -0.42 -0.13 -0.270
Zr 0.436596 0.182898 -0.093706 -0.03 -0.04 0.02 2.443
O -1.757467 -3.459297 1.443547 -0.44 -0.39 0.08 -0.478
H -3.954981 2.216346 -1.553871 -0.01 0.07 -0.14 0.193
H 3.596966 -1.495791 1.619329 0.06 0.02 0.04 0.157
C 2.562320 -1.554074 1.976032 -0.39 -0.54 0.43 -0.211
O -0.506806 -2.011909 0.290072 0.10 0.72 -0.23 -0.655
H 0.790057 -3.309445 -1.377325 -0.21 0.04 0.20 0.209
O -3.089788 0.625974 -2.471711 -0.23 0.45 0.07 -0.475
H -2.603907 2.060280 1.695943 -0.03 -0.15 -0.07 0.136
C -2.079289 1.160281 2.075870 0.05 0.77 0.19 -0.212
C -0.390887 4.037845 1.084876 -0.28 0.00 -0.46 -0.272
H 2.227619 -2.604574 1.873319 0.12 0.11 -0.14 0.137
H 2.742833 0.842192 3.054838 -0.17 0.05 -0.36 0.215
H -2.867071 0.462207 2.384601 0.03 -0.04 0.26 0.146
H -0.068745 3.223246 -2.864009 -0.01 -0.03 0.10 0.146
O 0.488498 3.818981 2.194790 -0.16 0.44 0.35 -0.479
H -2.833717 -1.771879 0.877498 0.18 0.10 0.11 0.206
C -2.683071 -2.411165 1.747156 -0.26 0.25 -0.09 -0.260
H 1.514393 2.442805 -2.852052 -0.08 0.06 0.04 0.154
O 1.729080 -0.671972 1.346314 -1.28 1.26 -1.63 -0.909
H 2.535702 -1.388901 3.068934 0.30 0.06 -0.12 0.149
O -1.302902 -0.328693 -1.516430 0.28 -0.03 0.63 -0.669
O 1.251789 1.979133 1.213251 0.33 -1.08 -1.00 -0.661
O -0.082307 -4.194010 0.317686 0.10 -0.67 -0.05 -0.475
```
Positions in Å, forces in eV/Å.

Results
* LUMO: 0.646 eV
* orbital gap: 9.12 eV
* relative energy (zero: lowest compared OMol25 entry of this formula, charge and spin): 0.0 kcal per mole

***

Record 4
Below is a 3-piece molecular cluster, C13H31B3ClFN2O7 overall in a non-equilibrium geometry, with properties calculated with wB97M-V/def2-TZVPD.

XYZ file:
```
58
Properties=species:S:1:pos:R:3:forces:R:3:nbo_charge:R:1
H -0.454986 -1.028365 -3.516339 0.04 0.08 -0.06 0.188
C -1.542815 2.571369 -1.644382 -0.09 -0.35 0.06 -0.082
O 1.835482 1.381700 5.482665 -1.28 -0.09 1.24 -0.593
H 1.430305 -3.951344 -1.585439 -0.08 0.05 -0.06 0.188
H -1.601081 2.190574 -3.800578 -0.09 -0.08 0.06 0.166
H 0.193049 2.957124 -0.651589 -0.04 0.06 0.10 0.356
H -1.779956 3.636820 -1.720616 0.09 0.01 -0.06 0.191
O -5.226651 0.525104 4.194698 0.27 0.22 0.59 -0.891
H 3.059519 -2.086161 -3.110235 0.09 0.00 0.08 0.356
H 0.383471 3.550476 2.942993 0.29 -0.03 0.01 0.184
C 1.315815 -3.909544 -3.716420 -0.20 0.10 0.14 -0.072
C -2.850032 1.838724 -1.356505 -0.16 0.09 0.03 -0.616
H -0.522587 0.757147 3.768301 0.03 0.18 0.15 0.223
B -2.969460 1.814311 3.978104 0.68 0.95 0.22 1.194
C 2.109794 -3.723461 -2.412598 0.29 0.02 -0.20 -0.082
O -2.894615 0.581443 4.625849 0.14 0.06 -0.79 -0.890
C -1.909464 2.289825 2.930315 0.78 -0.48 0.90 -0.802
H 0.312246 3.065585 4.619800 0.34 -0.35 0.15 0.200
N -0.636798 2.388009 -0.504987 0.13 0.06 -0.14 -0.834
H 3.661937 -4.678582 -1.255205 -0.01 0.06 -0.02 0.221
H -0.162903 1.335716 2.147638 0.19 -0.08 0.14 0.213
H 1.771172 -1.719269 -2.235205 0.04 0.02 0.13 0.351
O 1.856218 2.242189 3.410200 -0.07 0.48 0.48 -0.507
C -0.492887 1.649280 3.141765 -0.42 0.13 -0.78 -0.412
H -2.685903 0.814242 -1.021492 0.07 0.00 -0.05 0.202
H -2.287573 2.021802 1.935554 0.05 0.09 0.04 0.268
H 4.459209 2.358471 4.304621 -0.05 -0.03 0.21 0.235
H 1.066876 -4.964623 -3.890315 0.13 -0.04 0.01 0.164
H 4.030642 0.970506 3.350324 0.20 -0.11 0.17 0.232
H -0.286503 1.433207 -0.551018 -0.05 0.00 0.06 0.357
C -1.060576 -0.221816 -3.100612 0.25 -0.10 0.19 -0.250
B -4.042826 -0.135251 4.467303 -0.36 0.39 -0.01 1.339
O 1.932042 -3.348934 -4.861036 -0.06 -0.21 0.00 -0.548
H 2.700673 -5.218628 -5.379781 0.01 0.00 0.07 0.169
H 2.989346 -3.885868 -6.512991 -0.07 0.02 0.02 0.190
H 3.032494 -5.685350 -2.559361 0.01 0.01 -0.02 0.202
C 3.304432 -4.663644 -2.285148 0.01 -0.15 0.14 -0.614
Cl -6.551055 2.512708 5.471193 0.34 -0.01 -0.29 -0.177
C 2.933741 -4.152993 -5.457542 0.04 0.25 -0.09 -0.248
H 4.243927 0.762423 5.123625 0.02 0.05 0.08 0.236
H -3.489526 1.811425 -2.241015 0.01 -0.02 0.01 0.208
C 3.899190 1.422391 4.338941 -0.47 0.22 -1.12 -0.715
H -1.773759 3.375014 2.933922 -0.42 -0.01 -0.09 0.240
H -0.106449 2.891068 -3.201580 0.05 -0.06 0.03 0.186
H -1.889289 -0.021631 -3.785080 -0.03 0.04 0.05 0.173
C 0.511856 2.695447 3.613611 -0.93 0.15 -0.89 -0.076
F -4.046202 -1.432343 4.565895 0.04 -0.93 0.08 -0.459
O -4.067196 2.614167 4.308207 -0.13 -0.70 -0.10 -0.876
H -1.441073 -0.558956 -2.133083 -0.20 -0.05 -0.09 0.164
O -0.222519 0.907318 -2.933165 -0.15 0.01 -0.14 -0.548
H 3.910329 -3.949861 -5.012660 0.04 -0.17 0.01 0.166
H 4.143489 -4.354050 -2.907732 -0.05 0.04 -0.05 0.203
C -0.884274 2.158232 -2.969960 0.14 0.26 -0.03 -0.074
H -3.399818 2.348481 -0.563726 0.05 0.01 0.00 0.217
B -5.162666 1.852919 4.589025 -1.04 0.31 0.01 1.029
C 2.413946 1.687067 4.494186 1.79 -0.40 -0.46 0.799
H 0.364541 -3.380149 -3.609028 0.04 0.05 -0.05 0.178
N 2.575702 -2.341463 -2.252307 -0.25 -0.01 -0.10 -0.822
```
Positions in Å, forces in eV/Å.

Results
* LUMO: 0.341 eV
* orbital gap: 9.67 eV
* SMILES string: CC(=O)OCCCB1OB(F)OB(Cl)O1.COC[C@@H](C)N.COC[C@@H](C)N

***

no.,DFT total energy (hartree)
1,-2356.9884
2,-2481.8478
3,-1538.6325
4,-1785.1065